Entry 1:
This record from the OMol25 dataset describes C25H50ClNP2SeSi2Sn as an isolated structure at a distorted geometry. The level of theory is ωB97M-V/def2-TZVPD.

Geometry as XYZ:
```
83
Properties=species:S:1:pos:R:3:forces:R:3:lowdin_charge:R:1
H -0.057833 -5.417232 2.216331 0.3 0.0 0.3 0.061
C -2.936978 3.021507 -0.956124 0.0 0.0 0.0 -0.108
C 0.311683 -0.924468 -2.469123 0.4 0.0 0.7 -0.184
H -3.089619 1.975344 -1.211550 0.0 0.1 0.0 0.047
H -3.374038 3.200183 0.030090 0.0 0.0 0.0 0.076
H -1.780849 5.453542 -0.274063 0.0 0.0 -0.1 0.077
H -3.497104 -3.872107 -1.032902 0.0 0.1 0.1 0.084
H -3.216813 0.917689 0.863871 0.5 0.1 -0.7 -0.009
H 2.111906 3.486636 -4.061480 -0.1 0.0 0.2 0.042
C 0.305419 0.472171 -2.592098 0.7 0.1 0.8 -0.181
H 1.928751 -2.932596 1.251980 0.0 -0.1 -0.2 0.059
C -2.738712 0.032574 0.415463 0.5 0.1 0.9 -0.293
H -3.343423 -3.173012 0.593700 -0.1 0.0 -0.2 0.075
C 1.622498 0.236209 3.689711 -0.8 0.0 -1.5 -1.009
H 1.277331 4.468040 -0.140219 -0.2 -0.2 0.3 0.040
H -0.042253 5.748843 1.297885 0.2 -0.3 0.2 0.068
H 4.354823 2.218931 -2.415895 -0.2 0.1 0.1 0.042
H 1.645094 4.821577 -2.985131 -0.1 0.0 -0.2 0.029
C 1.494361 3.753623 -3.193907 0.1 0.5 0.2 -0.177
H -1.426711 -2.914955 4.561387 0.6 0.1 -0.7 0.101
H -1.023629 -3.255468 -1.404888 -0.1 0.0 0.5 0.076
H 4.240386 3.830885 -1.686010 0.2 -0.1 0.1 0.030
C -0.067642 -4.597007 2.947067 -0.2 -0.7 -0.8 -0.118
H 0.959696 -4.254975 3.127246 -0.3 0.0 -0.1 0.086
H 4.252151 -4.055066 -0.976977 0.1 0.1 0.1 0.030
C 3.901362 2.790833 -1.599490 0.2 0.5 0.2 -0.179
H -1.907489 2.279140 2.965048 0.5 0.6 0.2 -0.084
Si 2.041469 -3.018732 -1.192953 -0.3 2.3 -1.8 0.478
H -3.224586 -0.746584 1.021120 0.4 -0.3 -0.7 -0.010
Se 2.522683 0.327014 5.162442 0.2 0.0 0.5 0.601
Sn -0.606409 0.067424 1.124174 -0.9 0.5 1.5 1.070
H -3.084740 -2.160699 -0.843599 0.0 -0.2 0.1 0.048
H -1.968463 -5.533278 -1.106762 0.1 0.2 0.1 0.090
H 0.446609 3.597899 -3.468776 0.1 0.0 0.1 0.020
C 1.276426 -3.345493 0.465117 -0.8 -0.1 1.5 -0.381
Si 2.039808 2.758156 -1.703088 -0.6 -2.5 -1.1 0.494
H -0.412536 1.084543 -3.124188 0.0 -0.1 0.0 0.072
C -0.961478 3.830976 1.851473 0.1 0.1 0.3 -0.536
N 1.044244 0.184914 2.653402 -0.6 -0.1 -0.8 -0.102
H 1.243360 -4.437690 0.628699 -0.2 0.4 0.2 0.042
H 1.702741 -5.269875 -2.127689 -0.1 0.0 -0.2 0.029
H -2.011528 -3.803888 2.231024 0.5 -0.2 0.1 0.100
H -3.500100 3.620745 -1.678211 0.1 -0.1 0.1 0.085
C 1.515897 -4.253568 -2.497340 0.0 -0.5 0.2 -0.175
H 0.950778 4.698796 2.364353 -0.1 0.2 0.0 0.083
H -1.966152 4.175219 1.533933 0.3 -0.1 0.3 0.102
H -0.457384 -5.002188 3.884218 0.0 0.1 -0.1 0.084
Cl -2.108832 0.317375 3.644806 -0.1 -0.3 -0.8 0.075
H 2.106185 -4.119769 -3.413281 -0.1 0.1 0.3 0.043
C 3.898117 -3.023482 -1.074539 0.3 -0.4 0.3 -0.178
H 4.273004 -2.459972 -0.215842 -0.1 0.0 0.0 0.033
C -0.985508 -3.469461 2.468686 0.6 0.3 0.5 -0.522
C 1.484099 0.964193 -1.928034 -0.1 1.7 -0.4 -0.355
H 1.950534 3.085417 0.713886 -0.1 0.0 -0.1 0.058
H -1.782589 -5.431728 0.644390 0.1 0.0 -0.1 0.077
C -1.080342 2.988362 3.118241 -0.9 -0.2 -0.5 -0.226
C 2.226012 -0.132386 -1.454547 -0.8 0.1 0.4 -0.185
C -0.065914 5.032404 2.136071 0.0 0.5 -0.7 -0.118
C -1.453136 -3.554221 -0.428404 -0.2 0.5 -0.6 -0.516
H -1.914408 -1.761020 3.333929 1.0 -0.7 0.5 -0.074
H 4.276235 2.386477 -0.653992 0.0 0.0 -0.1 0.033
C 1.485509 -1.293677 -1.725889 -0.1 -1.8 -0.1 -0.357
H -0.413702 -1.614022 -2.886461 0.0 0.0 0.0 0.073
H 3.205271 -0.088628 -0.986451 -0.2 0.0 0.0 0.087
C -1.082225 -2.459728 3.600914 -1.5 0.7 -0.1 -0.230
H -1.970752 5.254071 -2.010397 0.1 -0.1 0.1 0.089
H -0.470273 5.579776 2.990832 0.1 -0.2 0.0 0.084
P -0.422841 -2.643228 0.855152 1.2 -1.7 -0.3 1.005
H -2.708955 -0.064168 -0.686493 -0.3 0.0 0.8 0.006
P -0.424538 2.794089 0.403301 1.3 0.4 -0.7 1.004
C -1.460367 3.428470 -1.018286 -0.2 -0.7 -0.3 -0.518
H -0.349669 -5.473354 -0.409814 -0.1 0.1 0.0 0.063
C -2.934972 -3.157678 -0.423163 0.1 0.2 0.0 -0.111
H 4.361887 -2.602989 -1.971043 -0.2 0.0 0.0 0.042
H -1.371286 3.592794 3.985307 0.3 0.0 -0.2 0.091
C -1.369080 4.944799 -1.150410 0.1 0.3 0.0 -0.106
C -1.365798 -5.082035 -0.306767 0.2 -0.1 0.2 -0.104
H -0.354001 5.306646 -1.320862 0.0 -0.1 0.1 0.064
H -0.203444 2.366724 3.359634 -0.2 0.5 -0.1 0.040
H -1.025669 2.961183 -1.921568 0.0 0.2 0.5 0.078
C 1.269371 3.369290 -0.101154 -0.3 0.3 0.8 -0.386
H -0.172202 -1.844326 3.749150 -0.5 -0.5 0.0 0.045
H 0.460879 -4.180529 -2.775471 0.1 0.0 0.1 0.019
```
Positions in Å, forces in eV/Å.

The charge is 0. The calculation puts the largest force on an atom at 2.99 eV/Å.

Entry 2:
This record from the OMol25 dataset describes a 2-piece molecular cluster, C3H11NOS2 overall at a distorted geometry. The level of theory is ωB97M-V/def2-TZVPD.

Geometry as XYZ:
```
18
Properties=species:S:1:pos:R:3:forces:R:3:lowdin_charge:R:1
H 0.102310 -0.841779 -2.262632 -0.5 0.4 -0.3 0.093
H 0.667205 -0.034758 0.899898 0.0 -0.8 -0.4 0.055
H -2.328443 0.397708 2.563458 -0.1 0.4 -0.2 -0.197
N 2.083090 -0.347011 -2.868703 0.5 0.3 -0.1 -0.011
O 2.872216 0.428613 1.881804 -0.6 0.1 0.7 -0.049
H 2.112036 0.574586 -3.284545 -0.1 0.0 0.0 0.061
C 0.853548 0.820572 -1.097339 -0.1 -0.4 -0.2 -0.273
H 1.825501 1.258168 -0.855386 0.1 -0.1 0.0 0.109
S -2.249822 -0.678403 1.770479 0.3 -0.7 0.5 0.299
H 2.905703 0.230604 0.947955 0.6 0.0 -0.2 0.017
H 0.358105 1.538079 -1.757713 -0.2 0.1 0.2 0.115
C 1.041877 -0.474568 -1.863068 0.1 -0.3 -0.4 -0.330
H 0.075436 1.488958 0.821668 -0.2 0.4 -0.4 0.076
H 1.308280 -1.289633 -1.211900 0.4 -0.2 0.7 0.106
S -1.580967 0.000751 -0.011190 -0.3 0.4 -0.8 0.411
H 3.741700 0.640798 2.232282 0.1 -0.1 -0.5 0.042
H 2.028088 -1.023149 -3.615754 -0.1 -0.1 0.1 0.063
C 0.113960 0.590100 0.202986 0.1 0.6 1.5 -0.585
```
Positions in Å, forces in eV/Å.

The charge is 0. The energy above the lowest of the compared OMol25 structures with the same formula, charge and spin is 8.7 kcal per mole. The calculation puts the largest force on an atom at 1.61 eV/Å. Its SMILES is NCCCSS.O.

Entry 3:
This record from the OMol25 dataset describes a 2-piece molecular cluster, CH6N2O2 overall. The level of theory is ωB97M-V/def2-TZVPD.

Geometry as XYZ:
```
11
Properties=species:S:1:pos:R:3:forces:R:3:lowdin_charge:R:1
H -1.507914 0.857232 1.814590 -0.3 -0.4 0.1 0.107
H 1.138953 -0.620927 -1.669331 0.0 -0.5 0.2 0.003
H 1.945569 0.537830 -2.346367 0.3 0.3 -0.1 0.026
H 2.799823 -0.752421 -1.863724 -0.4 0.0 0.1 0.030
N 2.028917 -0.140162 -1.600335 0.1 0.2 -0.3 0.019
N 0.465195 0.705923 0.758388 0.2 0.0 -0.3 0.149
H 1.256327 0.554871 0.129449 0.0 0.0 0.0 0.054
O -1.663208 0.048097 1.297620 0.5 0.7 -0.1 0.082
O -0.791009 -0.608316 -0.643449 0.1 -0.1 -0.5 0.083
C -0.646503 0.008264 0.373366 -0.6 -0.3 0.7 -0.652
H 0.685780 0.639774 1.734949 0.1 0.1 0.2 0.100
```
Positions in Å, forces in eV/Å.

The charge is 0. The energy above the lowest of the compared OMol25 structures with the same formula, charge and spin is 9.0 kcal per mole. The calculation puts the largest force on an atom at 0.93 eV/Å. Its SMILES is NC(=O)O.N.

Entry 4:
This record from the OMol25 dataset describes an isolated ion of composition C3H9NOP and charge +1 at a distorted geometry. The level of theory is ωB97M-V/def2-TZVPD.

Geometry as XYZ:
```
15
Properties=species:S:1:pos:R:3:forces:R:3:lowdin_charge:R:1
H -2.268956 -0.085286 0.563866 -0.1 -0.2 -0.4 0.103
H -1.166802 1.078797 1.202093 0.3 0.4 0.4 0.093
H 1.682379 0.887902 -1.473604 0.2 -0.1 -0.1 0.039
H 1.225972 2.065352 -0.191798 -0.3 -0.5 -0.1 0.057
H 1.810595 -1.361946 0.568891 -0.1 0.1 0.1 0.080
H -0.862887 -0.444817 -2.920330 0.0 0.2 -0.7 0.065
P -0.722656 0.957712 -1.169031 -1.6 0.6 -0.2 0.861
N -0.289716 -0.819722 0.836850 1.2 -0.9 3.2 -0.097
C 0.955794 1.130661 -0.711859 1.5 -1.8 2.1 -0.167
H 1.385833 -0.067120 1.868264 0.6 0.1 -0.1 0.072
C -1.261523 0.301496 0.466077 0.9 -0.6 -0.1 -0.265
O -0.945430 -0.454094 -1.972605 0.6 -0.3 1.1 -0.284
H -0.235386 -1.538141 0.094550 -1.4 -0.2 0.8 0.148
C 1.212372 -0.526051 0.908114 -2.2 3.1 -2.1 0.042
H -0.519588 -1.124742 1.930521 0.2 0.1 -4.0 0.256
```
Positions in Å, forces in eV/Å.

The charge is +1. The energy above the lowest of the compared OMol25 structures with the same formula, charge and spin is 44.8 kcal per mole. The calculation puts the largest force on an atom at 4.31 eV/Å.

Entry 5:
This record from the OMol25 dataset describes one molecule with the formula C3H10N2O2 at a distorted geometry. The level of theory is ωB97M-V/def2-TZVPD.

Geometry as XYZ:
```
17
Properties=species:S:1:pos:R:3:forces:R:3:lowdin_charge:R:1
H 1.773595 0.479304 2.132982 0.5 -2.6 -1.5 0.116
H -0.040297 1.004018 0.726421 -0.2 0.3 -0.4 0.146
H 2.710279 -0.161731 0.796552 -1.3 -0.2 1.8 0.099
H -2.283784 0.074610 1.378896 -0.6 -0.5 -0.7 0.100
O 0.727025 0.285333 -1.143018 -0.7 0.5 -0.2 -0.128
C 0.022490 0.154466 0.033650 1.1 -4.1 1.2 -0.349
H 1.081307 1.611786 -2.562465 0.2 1.0 -0.3 0.078
C -1.970096 -0.847056 0.818738 0.2 1.3 2.1 -0.125
N 2.013910 -0.449008 1.583126 2.8 3.2 0.0 -0.105
H -1.344403 -1.304863 1.575457 -0.2 -1.0 0.0 0.068
H -0.363941 0.741402 -2.979321 -0.3 -1.2 -0.5 0.069
H 1.114177 -1.672375 0.317953 0.5 -0.2 0.1 0.093
H -0.575977 1.840965 -1.694321 0.9 0.3 -0.3 0.099
C 0.176809 1.191577 -2.181889 -0.1 -0.3 2.4 -0.019
O -1.177184 -0.502513 -0.244417 1.5 1.3 -1.8 -0.128
N 0.893549 -0.995243 1.034855 -3.7 2.4 -2.2 -0.105
H -2.757458 -1.450672 0.406799 -0.5 -0.1 0.4 0.091
```
Positions in Å, forces in eV/Å.

The charge is 0. The energy above the lowest of the compared OMol25 structures with the same formula, charge and spin is 105.4 kcal per mole. The calculation puts the largest force on an atom at 4.98 eV/Å. Its SMILES is COC(NN)OC.

Entry 6:
This record from the OMol25 dataset describes a 3-piece molecular cluster, C4H15N3O overall at a distorted geometry. The level of theory is ωB97M-V/def2-TZVPD.

Geometry as XYZ:
```
23
Properties=species:S:1:pos:R:3:forces:R:3:lowdin_charge:R:1
H -0.087899 -0.603396 1.295042 0.5 -0.4 -0.2 0.127
H 1.946784 -0.976285 -0.904258 0.0 0.5 -0.1 0.018
H -1.316891 -1.409088 -0.981452 2.5 -0.9 -1.4 -0.036
H -1.573877 -0.458858 2.210196 0.3 0.1 0.5 0.147
H 1.831242 1.317412 -0.310052 0.4 0.6 0.1 0.064
H -2.543957 -1.839020 0.026125 1.1 2.3 -1.0 0.123
O 0.438281 -1.526292 -1.315039 1.2 -0.6 -0.9 -0.329
H 3.455935 1.223889 0.522072 0.1 0.3 0.1 0.076
N -0.492757 1.376862 1.891846 0.7 -3.5 0.3 0.235
C 2.542303 0.714913 0.254252 -1.2 -0.5 -1.5 -0.202
H -1.824694 1.225158 -1.765250 -0.1 -0.1 0.3 0.083
N 2.821839 -0.408830 -0.615037 1.6 -1.9 2.2 -0.028
H -0.883532 2.050411 -0.540972 0.2 0.0 -0.1 0.063
H -2.584487 0.788686 0.413919 -1.5 0.2 0.3 0.116
H 1.967101 0.455227 1.157046 0.1 0.0 0.6 0.050
H -0.226582 0.656915 -1.455170 0.1 -0.4 0.4 0.052
H 0.051256 0.993656 2.681158 0.0 1.2 0.6 0.052
C -1.102492 1.063711 -0.958353 0.1 1.1 0.2 -0.084
N -2.089118 -1.026743 -0.546156 -4.3 -1.1 2.9 0.027
H 0.599627 -1.946847 -2.205883 -0.4 0.6 1.3 0.004
C -0.943582 0.046420 1.455747 -0.9 2.7 -2.3 -0.221
H 3.494668 -1.055703 -0.051644 -1.6 1.2 -1.6 0.109
C -1.744677 0.208149 0.134166 1.2 -1.4 -0.9 -0.447
```
Positions in Å, forces in eV/Å.

The charge is 0. The energy above the lowest of the compared OMol25 structures with the same formula, charge and spin is 198.0 kcal per mole. The calculation puts the largest force on an atom at 5.29 eV/Å.

Entry 7:
This record from the OMol25 dataset describes an isolated ion of composition C2H4NO2 and charge +1 at a distorted geometry. The level of theory is ωB97M-V/def2-TZVPD.

Geometry as XYZ:
```
9
Properties=species:S:1:pos:R:3:forces:R:3:lowdin_charge:R:1
O -0.933044 -1.115162 0.243870 1.4 -2.9 0.6 0.139
H -0.109305 -0.579503 -1.598124 1.5 0.7 1.1 0.207
H 0.781042 -0.131273 1.228630 0.2 -0.1 0.0 0.197
H 1.894156 -0.265393 0.006151 1.2 -0.6 -0.3 0.169
H 1.253861 1.261819 0.394258 -0.8 -2.5 -0.8 0.266
C -0.060506 -0.222129 -0.528835 -5.1 -1.1 -1.6 -0.112
C -1.452837 0.053855 -0.053811 3.0 1.6 -0.9 -0.418
O -2.413141 0.825208 0.029500 -2.5 1.6 0.1 0.294
N 1.039778 0.172577 0.278361 1.0 3.4 1.6 0.258
```
Positions in Å, forces in eV/Å.

Its expectation value of S² is 2.009. Its spin multiplicity is 3. The charge is +1. The energy above the lowest of the compared OMol25 structures with the same formula, charge and spin is 80.1 kcal per mole. The calculation puts the largest force on an atom at 5.46 eV/Å.

Entry 8:
This record from the OMol25 dataset describes C10H19FN3 as an isolated structure at a distorted geometry. The level of theory is ωB97M-V/def2-TZVPD.

Geometry as XYZ:
```
33
Properties=species:S:1:pos:R:3:forces:R:3:lowdin_charge:R:1
H 0.270212 -0.574912 -3.781580 -1.0 -1.4 -0.4 0.116
C 1.267067 2.003374 -1.816496 -3.8 -1.7 -2.2 -0.172
C 0.592603 0.842450 4.008476 1.3 1.0 -0.6 -0.095
N -0.849212 -0.184267 0.607317 0.8 1.1 1.8 -0.058
H -0.093265 -2.652881 -2.059691 1.0 -0.9 -0.9 0.113
H 0.313765 -2.718128 0.118897 -1.3 1.1 -0.1 0.151
N -0.312545 -0.677075 -1.647201 0.7 1.3 0.1 -0.030
H 1.614696 0.583877 1.873960 -1.4 0.8 1.0 0.128
H -0.789147 1.786365 1.545140 0.0 -1.5 0.4 0.136
H 1.575736 1.167201 4.585284 -1.8 -1.5 -1.4 0.112
H -1.118013 -3.523053 0.150276 -0.7 1.1 -0.9 0.142
H 0.784474 -0.705607 2.485435 -0.2 -1.1 0.3 0.068
H -1.046132 -1.762226 1.952922 -0.8 0.2 -0.8 0.148
N 0.506083 1.802580 -0.635783 -2.5 -2.5 2.8 0.075
C 0.535640 1.266175 -2.996183 -0.7 1.2 -0.5 -0.141
H 1.011660 1.439742 -3.977064 0.1 0.1 0.5 0.119
H 2.191014 1.593813 -1.634247 2.3 -1.1 0.5 0.102
C -1.355187 -1.491767 0.916161 -1.8 -0.9 -1.5 -0.131
C 0.690821 0.356919 2.512297 0.9 0.4 -0.5 -0.252
C -0.334154 0.029921 -0.527357 2.5 4.6 -3.2 -0.031
F -0.666273 2.659732 -0.664320 1.1 -1.0 -0.5 -0.079
C -0.800017 -2.473181 -0.102387 2.4 -2.3 0.8 -0.133
H 0.017526 -0.014873 4.516524 0.6 2.1 -0.2 0.101
C 0.554069 -0.253414 -2.814942 0.6 1.6 2.0 -0.101
H 0.155078 1.880637 3.838027 -0.4 -1.5 1.1 0.084
H -1.721211 -2.090735 -2.141829 -0.3 -0.1 0.3 0.142
H -2.472370 -1.372550 0.658629 1.3 -0.7 1.4 0.177
C -0.670646 0.692742 1.826834 0.9 0.6 -0.6 -0.115
H -0.558191 1.678479 -3.161456 2.1 -0.9 0.7 0.162
C -0.786180 -2.023519 -1.587050 -1.5 -0.8 1.4 -0.126
H 1.379224 3.027693 -1.963866 0.0 1.9 -0.3 0.115
H -1.463474 0.318615 2.485484 0.0 0.6 -0.1 0.125
H 1.576352 -0.612127 -2.570211 -0.5 0.2 -0.4 0.146
```
Positions in Å, forces in eV/Å.

The charge is +1. The energy above the lowest of the compared OMol25 structures with the same formula, charge and spin is 78.9 kcal per mole. The calculation puts the largest force on an atom at 6.12 eV/Å.

Let's list energy in order: -146258.6672; -28497.2182; -8210.4840; -16073.9569; -10344.9158; -10900.9516; -7709.1786; -17854.4793 eV.